(1)
{"formula": "C4H3O2S", "method": "ωB97M-V/def2-TZVPD", "species": ["C", "C", "C", "S", "C", "O", "O", "H", "H", "H"], "coordinates": [[1.48287, -0.10908, 0.42042], [0.59765, -0.61646, -0.47175], [-0.85440, -0.47179, -0.28457], [-1.88155, -1.77468, 0.16337], [-1.28988, 1.00596, -0.04514], [-1.73809, 1.62327, -1.02227], [-0.97831, 1.27571, 1.13063], [2.59305, -0.21386, 0.24631], [1.11953, 0.66339, 1.13622], [0.94914, -1.38246, -1.27322]], "lowdin_charge": [-0.01, -0.23, -0.63, 0.52, -0.80, -0.04, -0.04, 0.06, 0.06, 0.12], "charge": -1, "e_lumo_ev": 3.46, "smiles": "C=CC(=S)C(=O)[O-]", "energy_ha": -702.90106, "orbital_gap_ev": 7.53}


(2)
{"formula": "C4H3O2S", "method": "ωB97M-V/def2-TZVPD", "species": ["C", "C", "C", "C", "O", "O", "S", "H", "H", "H"], "coordinates": [[-1.73964, 0.10764, -0.28382], [-0.61458, -0.29209, 0.37680], [0.71387, -0.20223, 0.05773], [1.64749, 0.91900, 0.11293], [2.41337, 1.62826, 0.67896], [1.05302, 0.69701, -1.10772], [1.69692, -2.33164, -0.04031], [-2.61525, -0.11642, 0.22534], [-1.83715, 0.19557, -1.38458], [-0.71805, -0.60510, 1.36468]], "lowdin_charge": [0.01, -0.24, -0.48, -0.46, 0.11, 0.04, -0.13, 0.00, 0.06, 0.08], "charge": -1, "e_lumo_ev": 3.68, "energy_ha": -702.80826, "orbital_gap_ev": 7.18}


(3)
{"formula": "C4H3O2S", "method": "ωB97M-V/def2-TZVPD", "species": ["C", "C", "C", "C", "O", "O", "S", "H", "H", "H"], "coordinates": [[0.20782, 0.63104, -0.37162], [-0.33774, -0.58828, -0.72668], [0.73179, 0.23663, 0.89280], [0.11811, -1.12190, 0.64845], [-0.90058, -1.21217, -1.62906], [1.36803, 0.77030, 1.79705], [-0.91655, 3.13697, -1.51749], [-0.77838, -1.14125, 1.28436], [0.68778, -2.07028, 0.68526], [-0.18028, 1.35894, -1.06307]], "lowdin_charge": [-0.09, -0.49, -0.46, -0.06, -0.02, -0.01, 0.06, 0.11, 0.11, -0.14], "charge": -1, "e_lumo_ev": [1.24, 1.22], "energy_ha": -702.78382, "orbital_gap_ev": [5.64, 5.62]}